[1]
C17H33BFNO7PPbS3 | ωB97M-V with the def2-TZVPD basis set

## Properties
Lowest unoccupied orbital energy in eV: -7.738
Frontier orbital gap in eV: 2.357
Electronic energy in eV: -84414.7585

Geometry as ORCA input:
```
! wB97M-V def2-TZVPD RIJCOSX def2/J DEFGRID3
* xyz 1 1
Pb 2.499 -3.274 0.696
S -2.034 0.296 -2.076
S 0.306 1.706 -5.462
S 1.964 -0.146 -3.918
P -3.823 1.517 0.683
F 0.782 0.195 -0.956
O -2.767 2.464 0.315
O -0.730 0.141 0.612
O -4.884 2.221 1.671
O -2.103 -1.626 -0.132
O -4.734 1.034 -0.555
O 1.678 4.356 -1.279
O 0.618 -1.804 0.120
N 1.330 2.433 -3.146
C 0.641 -0.180 3.446
C -1.319 -1.161 -1.168
C 2.470 -1.887 2.966
C 2.324 3.136 -1.021
C 0.131 2.803 -2.371
C 1.167 1.466 -4.109
C -0.851 -0.471 3.465
C -1.408 -1.498 2.451
C -0.184 -0.509 -0.342
C 2.520 2.320 -2.294
C 0.537 -1.256 -4.070
C -3.283 0.053 1.551
C 1.516 -1.310 4.003
C -0.979 -2.247 -2.204
C 0.401 -2.212 -2.875
C 0.358 4.188 -1.790
C 3.785 -2.512 3.490
B -1.932 -0.732 1.078
H -1.713 -2.163 -3.002
H 0.240 4.929 -2.580
H -5.799 2.014 1.447
H 2.167 -0.910 4.783
H 3.376 2.708 -2.847
H -1.136 -3.219 -1.734
H 0.814 0.698 4.069
H -0.703 -2.320 2.243
H -5.245 0.241 -0.349
H -0.394 4.403 -1.027
H 0.919 -2.101 4.456
H 3.884 -3.576 3.253
H -4.078 -0.696 1.476
H -1.144 -0.730 4.485
H 1.209 -1.987 -2.182
H 3.869 -2.377 4.563
H 0.965 0.115 2.447
H 2.732 1.288 -1.998
H 1.494 -1.624 -0.235
H -3.246 0.357 2.596
H 3.296 3.378 -0.595
H 0.595 -3.223 -3.238
H -0.728 2.842 -3.034
H 4.640 -2.022 3.026
H -3.051 -0.387 -2.603
H 0.730 -1.836 -4.970
H 1.827 -2.671 2.470
H -1.331 0.487 3.254
H -0.071 2.090 -1.570
H 2.737 -1.131 2.211
H -0.359 -0.673 -4.257
H -2.272 -1.966 2.928
H 1.777 2.557 -0.267
*
```

[2]
C5H7BrO3S | ωB97M-V with the def2-TZVPD basis set

## Properties
Lowest unoccupied orbital energy in eV: -0.620
Frontier orbital gap in eV: 8.446
Electronic energy in eV: -92316.8298

Geometry as ORCA input:
```
! wB97M-V def2-TZVPD RIJCOSX def2/J DEFGRID3
* xyz 0 1
Br -3.879 -0.152 0.684
S -2.792 2.451 -0.367
O -2.086 -1.211 -1.468
O -0.195 -1.276 0.548
O 0.518 0.732 0.075
C 1.624 0.456 0.932
C -2.684 0.874 -0.289
C -1.466 -0.041 -1.064
C 2.733 -0.304 0.252
C -0.306 -0.266 -0.079
H 1.964 1.385 1.291
H 3.229 0.341 -0.337
H 2.013 -0.973 -0.288
H -1.039 0.542 -1.971
H -2.085 -1.845 -0.755
H 3.353 -0.769 0.935
H 1.096 0.057 1.902
*
```

[3]
C15H34Br8InS | ωB97M-V with the def2-TZVPD basis set

## Properties
Lowest unoccupied orbital energy in eV: 1.933
Frontier orbital gap in eV: 5.995
Electronic energy in eV: -592454.8119

Geometry as ORCA input:
```
! wB97M-V def2-TZVPD RIJCOSX def2/J DEFGRID3
* xyz -1 1
In -0.564 2.944 -0.693
Br 1.022 -0.505 5.188
Br 2.735 -3.259 -1.253
Br 1.023 -4.416 3.411
Br -0.078 -1.275 1.732
Br 4.956 -0.785 0.271
Br -5.388 1.646 -4.636
Br -3.657 -1.039 -2.831
Br 3.703 -3.150 5.579
S -4.335 3.907 -0.635
C 2.529 -3.261 2.982
C -0.577 0.062 4.229
C 1.175 1.537 -0.461
C -3.232 1.470 0.181
C 2.747 3.452 -1.347
C -1.129 -1.024 3.343
C -2.147 2.353 0.800
C 5.322 -2.636 -0.179
C -5.570 -0.279 -4.828
C 0.992 0.285 -1.350
C 2.606 2.099 -0.642
C 3.781 -3.673 3.710
C -4.097 2.124 -0.912
C -5.476 -0.991 -3.504
C 4.657 -3.065 -1.462
H 2.669 -3.341 1.906
H 3.767 3.573 -1.732
H 4.980 -3.231 0.664
H -5.787 -2.028 -3.611
H 5.028 -4.044 -1.760
H 6.402 -2.722 -0.267
H -6.547 -0.443 -5.278
H -2.578 3.249 1.261
H 2.221 -2.250 3.228
H -1.179 -1.986 3.845
H -0.309 0.952 3.668
H 4.640 -3.148 3.296
H 2.560 4.280 -0.663
H -2.748 0.609 -0.292
H 2.061 3.537 -2.191
H -3.919 1.051 0.934
H -2.119 -0.736 2.995
H 1.111 1.188 0.576
H 3.098 2.168 0.337
H -3.633 1.979 -1.886
H 3.207 1.372 -1.211
H -5.086 1.660 -0.919
H -0.049 0.081 -1.611
H -1.678 1.788 1.618
H -1.260 2.607 -2.321
H 3.954 -4.744 3.686
H -4.792 -0.596 -5.515
H -1.301 0.319 4.999
H 4.809 -2.355 -2.268
H 1.537 0.419 -2.292
H -4.966 4.159 -1.790
H 1.428 -0.597 -0.860
H -0.098 4.651 -0.539
H -6.077 -0.507 -2.740
*
```

[4]
C5H29NO8 | ωB97M-V with the def2-TZVPD basis set

## Properties
Lowest unoccupied orbital energy in eV: 0.431
Frontier orbital gap in eV: 9.717
Electronic energy in eV: -23527.8546

Geometry as ORCA input:
```
! wB97M-V def2-TZVPD RIJCOSX def2/J DEFGRID3
* xyz 0 1
O 0.872 -3.219 1.482
O 2.646 -0.749 1.370
O -2.352 -0.566 2.263
O -2.478 -1.016 -0.302
O -0.352 -2.665 -0.928
O 2.928 -1.480 -1.350
O 3.807 1.122 -0.837
O 0.243 -0.895 2.787
N -1.412 1.560 -1.124
C -0.312 1.096 -1.956
C -2.227 2.652 0.892
C -0.828 0.271 -3.129
C -0.013 3.342 -0.063
C -0.989 2.191 0.136
H -2.702 3.508 0.401
H -0.703 -0.705 2.562
H 0.002 -0.030 -3.771
H -2.934 -1.280 2.604
H 2.052 -1.734 -1.652
H -1.566 0.833 -3.705
H -0.392 4.067 -0.793
H -1.945 2.935 1.906
H 0.296 -0.810 3.743
H -2.962 1.846 0.947
H -1.279 -0.650 -2.782
H 0.331 0.483 -1.343
H 0.175 3.879 0.873
H 1.815 -3.062 1.349
H 2.963 0.099 0.999
H 4.752 1.048 -0.845
H 0.953 3.008 -0.446
H -0.492 1.408 0.694
H -0.691 -3.504 -1.297
H 0.312 1.913 -2.335
H -2.272 -0.117 -0.668
H -2.002 2.208 -1.635
H -2.419 -0.664 1.276
H 2.867 -1.414 -0.360
H 0.601 -2.473 2.039
H 0.022 -2.891 -0.034
H 1.761 -0.601 1.770
H 3.510 0.297 -1.282
H -1.694 -1.563 -0.528
*
```

[5]
C33H41GaGe2N3OSe2 | ωB97M-V with the def2-TZVPD basis set

## Properties
Lowest unoccupied orbital energy (spin up / spin down) in eV: -6.110 / -9.000
Frontier orbital gap (spin up / spin down) in eV: 7.213 / 4.313
Electronic energy in eV: -337489.5731

Geometry as ORCA input:
```
! wB97M-V def2-TZVPD RIJCOSX def2/J DEFGRID3
* xyz 2 2
Se -4.683 1.011 -2.171
Se -1.855 3.147 -1.296
Ge 2.128 0.172 0.259
Ge 3.044 -2.202 0.762
Ga -1.861 -0.389 -1.236
O 0.179 -0.272 0.326
N -1.869 -1.905 0.453
N -3.264 -2.460 -1.663
N -1.367 -1.375 1.562
C -0.817 1.849 4.342
C -0.103 0.218 2.727
C 2.526 4.233 2.738
C 3.644 0.221 -2.202
C 5.004 -2.074 1.054
C 1.713 1.198 -3.910
C -1.049 1.129 3.186
C -3.174 -4.812 -1.254
C -4.570 -3.958 -2.989
C -2.004 -3.164 0.232
C -4.072 -5.044 -2.285
C -0.428 -0.512 1.488
C -4.980 1.166 -0.254
C 2.981 0.917 -4.395
C -4.108 -2.691 -2.656
C 1.065 0.015 3.453
C 2.369 0.485 -1.710
C 2.248 1.863 1.333
C 3.416 2.123 2.038
C -4.494 2.947 -2.548
C 1.402 0.972 -2.577
C 3.559 3.311 2.732
C 2.504 -3.054 -0.950
C 2.082 -3.137 2.237
C 0.351 1.650 5.058
C -0.333 4.122 -2.014
C -3.084 3.422 -2.824
C -2.818 -3.502 -0.940
C -1.435 -4.218 1.122
C 1.356 3.972 2.044
C 1.285 0.728 4.619
C 3.951 0.428 -3.536
C 1.213 2.787 1.345
H 2.163 -4.203 2.037
H -1.136 -3.772 2.069
H -2.765 -5.638 -0.696
H 4.942 0.210 -3.900
H 5.507 -1.684 0.173
H 3.213 1.061 -5.440
H 5.240 -1.443 1.908
H 0.525 2.199 5.969
H -5.084 0.162 0.154
H 2.691 -4.123 -0.901
H 4.413 -0.149 -1.533
H -0.115 3.764 -3.018
H 4.217 1.395 2.040
H -4.913 3.464 -1.682
H 2.186 0.554 5.187
H -4.124 1.664 0.205
H 4.475 3.517 3.261
H -5.290 -4.086 -3.783
H 0.548 4.686 2.055
H 2.523 -2.951 3.212
H 1.440 -2.893 -1.116
H 0.966 1.596 -4.579
H 1.801 -0.706 3.123
H 1.030 -2.869 2.274
H -5.893 1.737 -0.090
H 0.286 2.579 0.815
H -4.378 -6.051 -2.527
H 0.520 3.950 -1.361
H -2.649 2.921 -3.692
H -2.157 -5.004 1.329
H -0.568 -4.680 0.647
H -4.441 -1.817 -3.203
H -1.956 1.277 2.615
H 0.397 1.183 -2.212
H -0.571 5.184 -2.036
H -1.546 2.567 4.680
H 5.388 -3.073 1.247
H -5.120 3.150 -3.421
H -3.102 4.501 -3.004
H 2.630 5.151 3.292
H 3.055 -2.644 -1.792
*
```

[6]
C6H26O10 | ωB97M-V with the def2-TZVPD basis set

## Properties
Lowest unoccupied orbital energy in eV: 0.372
Frontier orbital gap in eV: 10.186
Electronic energy in eV: -27117.2977

Geometry as ORCA input:
```
! wB97M-V def2-TZVPD RIJCOSX def2/J DEFGRID3
* xyz 0 1
O 10.171 4.626 7.526
O 6.685 8.437 9.219
O 13.320 6.521 13.571
O 11.827 6.656 7.908
O 11.394 8.621 13.857
O 10.547 9.334 11.391
O 12.977 8.014 10.875
O 9.482 6.620 11.056
O 11.409 9.492 8.424
O 7.217 5.561 9.637
C 9.713 9.739 10.252
C 11.175 4.814 6.546
C 6.095 6.282 10.204
C 5.673 7.395 9.324
C 11.441 6.296 6.640
C 10.110 9.176 8.904
H 13.592 7.505 11.456
H 11.207 6.295 8.618
H 10.020 5.878 11.412
H 9.928 8.084 8.950
H 11.440 8.997 11.059
H 9.817 3.746 7.379
H 10.723 4.521 5.602
H 12.044 4.250 6.812
H 6.396 6.692 11.209
H 8.006 5.815 10.101
H 11.117 9.263 13.211
H 12.764 5.809 13.923
H 12.133 8.954 14.416
H 9.839 7.456 11.498
H 11.758 8.598 8.201
H 5.155 5.782 10.325
H 13.520 8.174 10.075
H 12.250 6.673 5.985
H 9.699 10.802 10.293
H 7.300 8.032 8.550
H 5.428 6.965 8.347
H 12.688 7.197 13.337
H 4.769 7.863 9.683
H 10.453 6.847 6.449
H 9.291 9.620 8.365
H 8.684 9.421 10.517
*
```

[7]
C34H22Br4NO2PRuS | ωB97M-V with the def2-TZVPD basis set

## Properties
Lowest unoccupied orbital energy (spin up / spin down) in eV: 2.243 / 0.772
Frontier orbital gap (spin up / spin down) in eV: 5.252 / 5.044
Electronic energy in eV: -344076.5145

Geometry as ORCA input:
```
! wB97M-V def2-TZVPD RIJCOSX def2/J DEFGRID3
* xyz -1 6
Ru 1.046 0.507 -0.489
Br 4.815 0.361 -6.244
Br 5.313 1.577 -3.201
Br 2.504 -1.918 -6.725
Br 0.669 -2.958 -4.158
S 1.307 2.688 -1.594
P -0.376 -0.291 1.556
O 3.292 0.408 -1.266
O 1.445 -1.457 -1.643
N -0.967 0.679 -1.682
C 2.888 2.449 3.092
C -1.702 -0.429 2.824
C 2.767 2.053 1.766
C -1.793 -1.370 3.842
C -3.727 0.613 3.612
C -1.862 -0.310 -1.807
C 3.772 -0.246 -4.793
C -2.545 2.203 -2.743
C -1.922 4.516 -3.068
C 0.802 0.820 2.373
C -2.852 3.506 -3.173
C -3.088 -0.114 -2.441
C -0.321 2.965 -2.127
C 3.183 -0.086 -2.427
C 0.334 -4.322 1.720
C 0.464 -1.916 1.661
C 1.849 -2.007 1.526
C -3.828 -0.343 4.610
C 2.464 -3.246 1.514
C -2.680 0.556 2.715
C 1.954 2.059 4.041
C 1.700 1.253 1.385
C 2.156 -1.111 -2.645
C -3.457 1.138 -2.876
C 1.712 -4.404 1.619
C 2.792 -1.213 -4.998
C 0.903 1.225 3.695
C -2.863 -1.332 4.719
C -0.662 4.246 -2.560
C 3.972 0.282 -3.527
C 2.020 -1.647 -3.928
C -1.270 1.913 -2.175
C -0.288 -3.087 1.725
C -1.579 -1.660 -1.227
H 2.192 -5.371 1.607
H -0.258 -5.224 1.781
H 0.088 5.019 -2.500
H -3.826 3.684 -3.609
H -2.595 1.284 1.917
H 3.498 2.369 1.035
H -3.758 -0.955 -2.543
H -4.472 1.393 3.533
H -2.162 5.514 -3.403
H -4.429 1.314 -3.316
H 2.053 2.403 5.061
H -2.130 -2.426 -1.766
H 0.174 0.908 4.428
H -1.026 -2.123 3.955
H -1.368 -3.029 1.765
H -2.948 -2.080 5.495
H 3.539 -3.312 1.416
H -0.521 -1.900 -1.265
H -1.896 -1.673 -0.182
H -4.658 -0.321 5.302
H 2.445 -1.105 1.422
H 3.717 3.080 3.386
*
```

What did the seventh record say?
C34H22Br4NO2PRuS | ωB97M-V with the def2-TZVPD basis set

## Properties
Lowest unoccupied orbital energy (spin up / spin down) in eV: 2.243 / 0.772
Frontier orbital gap (spin up / spin down) in eV: 5.252 / 5.044
Electronic energy in eV: -344076.5145

Geometry as ORCA input:
```
! wB97M-V def2-TZVPD RIJCOSX def2/J DEFGRID3
* xyz -1 6
Ru 1.046 0.507 -0.489
Br 4.815 0.361 -6.244
Br 5.313 1.577 -3.201
Br 2.504 -1.918 -6.725
Br 0.669 -2.958 -4.158
S 1.307 2.688 -1.594
P -0.376 -0.291 1.556
O 3.292 0.408 -1.266
O 1.445 -1.457 -1.643
N -0.967 0.679 -1.682
C 2.888 2.449 3.092
C -1.702 -0.429 2.824
C 2.767 2.053 1.766
C -1.793 -1.370 3.842
C -3.727 0.613 3.612
C -1.862 -0.310 -1.807
C 3.772 -0.246 -4.793
C -2.545 2.203 -2.743
C -1.922 4.516 -3.068
C 0.802 0.820 2.373
C -2.852 3.506 -3.173
C -3.088 -0.114 -2.441
C -0.321 2.965 -2.127
C 3.183 -0.086 -2.427
C 0.334 -4.322 1.720
C 0.464 -1.916 1.661
C 1.849 -2.007 1.526
C -3.828 -0.343 4.610
C 2.464 -3.246 1.514
C -2.680 0.556 2.715
C 1.954 2.059 4.041
C 1.700 1.253 1.385
C 2.156 -1.111 -2.645
C -3.457 1.138 -2.876
C 1.712 -4.404 1.619
C 2.792 -1.213 -4.998
C 0.903 1.225 3.695
C -2.863 -1.332 4.719
C -0.662 4.246 -2.560
C 3.972 0.282 -3.527
C 2.020 -1.647 -3.928
C -1.270 1.913 -2.175
C -0.288 -3.087 1.725
C -1.579 -1.660 -1.227
H 2.192 -5.371 1.607
H -0.258 -5.224 1.781
H 0.088 5.019 -2.500
H -3.826 3.684 -3.609
H -2.595 1.284 1.917
H 3.498 2.369 1.035
H -3.758 -0.955 -2.543
H -4.472 1.393 3.533
H -2.162 5.514 -3.403
H -4.429 1.314 -3.316
H 2.053 2.403 5.061
H -2.130 -2.426 -1.766
H 0.174 0.908 4.428
H -1.026 -2.123 3.955
H -1.368 -3.029 1.765
H -2.948 -2.080 5.495
H 3.539 -3.312 1.416
H -0.521 -1.900 -1.265
H -1.896 -1.673 -0.182
H -4.658 -0.321 5.302
H 2.445 -1.105 1.422
H 3.717 3.080 3.386
*
```